[1]
A cluster of 4 separate species, C5H19N2O3S in total. Source: the Open Molecules 2025 dataset; level of theory: wB97M-V/def2-TZVPD.

Output
Energy relative to the best compared isomer or geometry (same formula, charge and spin): 0.033 eV
Net charge: -1
E_tot: -935.357295 hartree
Kohn-Sham gap: 6.38 eV

Last column: Löwdin charge in e.
Element x y z (Å)
C1 -0.372 -0.480 -2.400  -0.244
N1 0.275 0.507 -1.560  -0.074
C2 -0.600 1.025 -0.470  -0.330
C3 0.088 2.182 0.231  -0.686
S1 -1.049 2.742 1.577  0.235
C4 -0.108 -1.979 -2.181  -0.466
N2 1.277 -2.365 -2.227  0.033
C5 -0.825 -2.551 -0.960  -0.049
H1 -1.462 -0.327 -2.509  0.113
H2 -0.105 -0.232 -3.441  0.106
H3 0.746 1.200 -2.110  0.096
H4 -1.538 1.404 -0.874  0.090
H5 -0.757 0.196 0.211  0.064
H6 0.174 3.021 -0.467  0.034
H7 1.088 2.020 0.620  0.031
H8 -0.620 -2.368 -3.071  0.117
H9 1.828 -1.770 -2.839  0.067
H10 1.746 -2.241 -1.333  0.058
H11 -1.806 -2.968 -1.146  0.068
H12 -0.833 -1.830 -0.143  0.054
H13 -0.193 -3.356 -0.568  0.074
H14 -0.079 -1.222 2.799  0.006
H15 1.158 -0.375 2.796  0.039
O1 0.830 -1.211 2.444  -0.096
H16 -2.126 -0.412 2.095  0.020
H17 -1.508 0.947 2.696  -0.102
O2 -1.535 -0.046 2.752  -0.167
H18 2.473 -0.132 -0.700  -0.004
H19 2.014 -0.581 0.655  -0.005
O3 2.751 -0.125 0.224  -0.083

[2]
A cluster of 2 separate species, C7H15N in total. Source: the Open Molecules 2025 dataset; level of theory: wB97M-V/def2-TZVPD.

Output
SMILES string: C=C(C)C.C=NCC
Energy relative to the best compared isomer or geometry (same formula, charge and spin): 1.955 eV
Net charge: 0
E_tot: -330.396054 hartree
Kohn-Sham gap: 9.95 eV

Last column: Löwdin charge in e.
Element x y z (Å)
C1 2.158 -0.058 0.884  -0.071
C2 1.212 1.101 1.110  -0.420
C3 0.229 1.126 2.092  0.017
C4 1.420 2.331 0.300  -0.103
H1 1.755 -0.690 0.027  0.089
H2 2.273 -0.735 1.702  0.062
H3 3.127 0.358 0.537  0.082
H4 -0.327 2.041 2.260  0.045
H5 -0.131 0.251 2.667  0.053
H6 0.634 3.088 0.483  0.078
H7 1.486 2.146 -0.770  0.073
H8 2.397 2.807 0.600  0.096
C5 -1.190 -1.835 -2.575  -0.108
C6 -1.353 -0.867 -1.351  -0.317
C7 -1.876 -1.049 0.887  -0.071
N1 -1.250 -1.620 -0.102  -0.027
H9 -1.198 -1.290 -3.550  0.073
H10 -0.247 -2.379 -2.422  0.060
H11 -1.982 -2.613 -2.562  0.068
H12 -2.328 -0.321 -1.479  0.115
H13 -0.541 -0.191 -1.382  0.074
H14 -2.373 -0.082 0.785  0.072
H15 -1.894 -1.521 1.859  0.059

[3]
A structure of composition C48H55KN7O3S4Se. Source: the Open Molecules 2025 dataset; level of theory: wB97M-V/def2-TZVPD.

Output
Energy relative to the best compared isomer or geometry (same formula, charge and spin): 0.471 eV
Net charge: -1
E_tot: -7064.986119 hartree
Kohn-Sham gap (spin up / spin down): 6.56 / 4.34 eV

Last column: Löwdin charge in e.
Element x y z (Å)
K1 0.105 -0.218 -0.260  0.599
N1 -0.553 -4.452 -0.485  0.171
C1 -0.229 -3.423 0.348  -0.594
O1 0.758 -2.734 0.182  -0.065
C2 -1.109 -3.304 1.585  -0.195
C3 -0.798 -2.174 2.506  0.050
H1 -0.141 -4.366 -1.402  0.109
H2 -1.533 -4.694 -0.516  0.089
H3 -1.060 -4.264 2.108  0.116
H4 -2.142 -3.181 1.217  0.110
H5 -1.109 -2.286 3.537  0.052
H6 -0.854 -1.159 2.132  0.041
N2 -1.686 -1.662 -0.979  -0.360
S1 -2.812 -1.475 -1.882  0.709
N3 -2.555 -0.741 -3.301  -0.363
S2 -3.233 0.559 -3.893  0.848
N4 -3.313 1.894 -3.075  -0.361
S3 -2.072 2.333 -2.094  0.714
N5 -1.481 1.359 -1.200  -0.376
C4 -0.933 3.141 -3.228  -0.314
C5 0.387 2.753 -3.129  -0.053
C6 1.323 3.309 -3.997  -0.062
C7 0.926 4.242 -4.936  -0.084
C8 -0.407 4.631 -5.019  -0.080
C9 -1.341 4.083 -4.163  -0.071
C10 -2.904 3.765 -1.398  -0.287
C11 -4.284 3.766 -1.218  -0.073
C12 -4.872 4.826 -0.547  -0.085
C13 -4.091 5.865 -0.057  -0.092
C14 -2.716 5.834 -0.211  -0.087
C15 -2.113 4.776 -0.878  -0.088
C16 -4.753 0.320 -4.472  -0.422
C17 -5.800 1.309 -4.397  -0.108
C18 -7.025 1.032 -4.927  -0.134
C19 -7.307 -0.188 -5.585  -0.131
C20 -6.265 -1.118 -5.720  -0.136
C21 -5.014 -0.897 -5.212  -0.106
C22 -2.058 0.833 -5.241  -0.279
C23 -0.779 0.315 -5.264  -0.059
C24 0.033 0.596 -6.356  -0.063
C25 -0.442 1.368 -7.405  -0.089
C26 -1.734 1.878 -7.370  -0.085
C27 -2.548 1.611 -6.283  -0.070
C28 -3.467 -3.052 -2.467  -0.299
C29 -3.012 -3.597 -3.657  -0.076
C30 -3.329 -4.914 -3.967  -0.080
C31 -4.093 -5.677 -3.096  -0.096
C32 -4.547 -5.122 -1.906  -0.086
C33 -4.227 -3.811 -1.586  -0.088
C34 -4.281 -0.739 -1.153  -0.311
C35 -5.564 -0.894 -1.659  -0.077
C36 -6.616 -0.252 -1.025  -0.071
C37 -6.384 0.531 0.099  -0.088
C38 -5.099 0.668 0.602  -0.073
C39 -4.040 0.024 -0.021  -0.078
H7 0.665 2.027 -2.382  0.092
H8 2.355 3.007 -3.938  0.092
H9 1.654 4.668 -5.613  0.098
H10 -0.716 5.355 -5.760  0.101
H11 -2.384 4.365 -4.227  0.119
H12 -4.878 2.951 -1.599  0.088
H13 -5.946 4.841 -0.409  0.098
H14 -4.556 6.691 0.465  0.096
H15 -2.098 6.614 0.210  0.102
H16 -1.036 4.731 -0.953  0.095
H17 -5.616 2.239 -3.886  0.084
H18 -7.805 1.777 -4.833  0.090
H19 -8.285 -0.385 -5.995  0.072
H20 -6.448 -2.049 -6.244  0.092
H21 -4.239 -1.636 -5.334  0.085
H22 -0.397 -0.256 -4.437  0.082
H23 1.044 0.217 -6.360  0.103
H24 0.196 1.578 -8.253  0.096
H25 -2.106 2.482 -8.186  0.099
H26 -3.563 1.985 -6.248  0.115
H27 -2.420 -2.992 -4.328  0.104
H28 -2.980 -5.342 -4.898  0.102
H29 -4.342 -6.699 -3.346  0.097
H30 -5.153 -5.709 -1.227  0.100
H31 -4.572 -3.375 -0.658  0.113
H32 -5.751 -1.492 -2.539  0.112
H33 -7.616 -0.351 -1.428  0.104
H34 -7.208 1.041 0.580  0.098
H35 -4.913 1.290 1.467  0.108
H36 -3.024 0.143 0.321  0.079
C40 3.683 0.284 -2.642  0.003
C41 2.564 -0.717 -2.792  -0.599
N6 2.576 -1.710 -1.878  0.169
O2 1.728 -0.631 -3.672  0.027
H37 4.651 -0.213 -2.705  0.084
H38 3.631 0.771 -1.669  0.082
H39 3.601 1.023 -3.431  0.063
H40 3.157 -1.615 -1.046  0.045
H41 1.751 -2.280 -1.769  0.077
Se1 0.202 4.319 1.995  0.349
C42 0.860 2.764 1.277  -0.962
N7 1.313 1.784 0.856  -0.079
C43 3.604 1.942 4.614  -0.105
C44 2.899 0.971 3.680  -0.302
C45 3.882 0.312 2.722  -0.361
S4 3.050 -0.870 1.675  0.919
O3 4.035 -1.296 0.601  -0.543
C46 2.879 -2.292 2.822  -0.323
C47 3.753 -3.473 2.425  -0.298
C48 5.225 -3.283 2.755  -0.114
H42 2.901 2.397 5.309  0.072
H43 4.075 2.748 4.052  0.077
H44 4.383 1.446 5.198  0.068
H45 2.140 1.490 3.094  0.064
H46 2.370 0.212 4.265  0.102
H47 4.718 -0.185 3.219  0.093
H48 4.280 1.050 2.022  0.101
H49 1.802 -2.574 2.786  0.067
H50 3.113 -1.949 3.831  0.082
H51 3.628 -3.665 1.359  0.101
H52 3.362 -4.350 2.949  0.107
H53 5.652 -2.485 2.152  0.062
H54 5.792 -4.194 2.561  0.068
H55 5.361 -3.032 3.809  0.071

[4]
An isolated molecule of C5H9B. Source: the Open Molecules 2025 dataset; level of theory: wB97M-V/def2-TZVPD.

Output
SMILES string: CB1C=CCC1
Energy relative to the best compared isomer or geometry (same formula, charge and spin): 2.551 eV
Net charge: 0
E_tot: -220.638365 hartree
Kohn-Sham gap: 9.73 eV

Last column: Löwdin charge in e.
Element x y z (Å)
B1 -0.620 -0.084 0.005  -0.140
C1 1.428 -1.090 -0.081  -0.155
C2 0.192 -1.603 -0.091  0.018
C3 1.581 0.403 -0.080  -0.251
C4 0.383 1.452 0.211  -0.035
C5 -2.219 0.008 -0.060  -0.082
H1 2.236 -1.818 0.092  0.107
H2 -0.016 -2.634 -0.295  0.066
H3 1.780 0.709 -1.027  0.060
H4 2.403 0.742 0.636  0.124
H5 0.401 1.866 1.198  0.062
H6 0.274 2.133 -0.579  0.050
H7 -2.387 0.763 0.701  0.035
H8 -2.627 -0.879 0.449  0.039
H9 -2.808 0.033 -1.080  0.101

[5]
An isolated molecule of C3H9NS3. Source: the Open Molecules 2025 dataset; level of theory: wB97M-V/def2-TZVPD.

Output
SMILES string: CC(C)NSSS
Energy relative to the best compared isomer or geometry (same formula, charge and spin): 0.000 eV
Net charge: 0
E_tot: -1368.984009 hartree
Kohn-Sham gap: 8.91 eV

Last column: Löwdin charge in e.
Element x y z (Å)
C1 0.746 -0.588 1.009  -0.066
C2 0.397 1.944 0.893  -0.058
C3 0.206 0.566 0.099  -0.518
N1 -1.166 0.474 -0.118  -0.489
S1 -0.337 -2.429 -3.029  0.155
S2 -1.990 -0.009 -1.496  0.526
S3 -1.716 -2.224 -1.619  -0.025
H1 0.036 -0.643 1.759  0.041
H2 0.631 -1.469 0.362  0.052
H3 1.815 -0.531 1.384  0.102
H4 -0.466 2.198 1.589  0.090
H5 0.457 2.699 0.079  0.073
H6 1.364 1.858 1.451  0.072
H7 0.862 0.478 -0.744  0.123
H8 -1.711 0.415 0.713  0.067
H9 0.872 -2.741 -2.331  -0.146

Question: What is the net charge in the fifth record?
Answer: 0

Question: Which of these has the lowest energy relative to the best compared isomer or geometry (same formula, charge and spin)?
Answer: C3H9NS3